[1]
Here is a molecular structure, C23H17N8O2S5W from OMol25. Energies are from ωB97M-V/def2-TZVPD.

Element x y z (Å)
W: -1.408 -1.179 0.189
C: -0.556 0.344 4.107
C: -1.417 0.033 3.079
N: -1.024 0.095 1.786
C: 0.217 0.670 1.568
C: 1.068 0.932 2.650
N: 0.706 0.733 3.893
C: 0.422 1.024 0.187
C: 1.305 1.937 -0.361
C: 1.174 2.326 -1.706
C: 0.010 1.918 -2.379
C: -0.859 1.015 -1.786
N: -0.559 0.464 -0.579
C: -2.172 0.558 -2.165
C: -2.905 0.923 -3.299
N: -4.163 0.592 -3.461
C: -4.742 -0.098 -2.477
C: -4.046 -0.537 -1.371
N: -2.730 -0.258 -1.201
C: 2.209 3.137 -2.363
C: 2.029 3.675 -3.641
C: 3.076 4.357 -4.241
N: 4.245 4.554 -3.665
C: 4.422 4.071 -2.450
C: 3.454 3.355 -1.764
H: -0.861 0.271 5.141
H: -2.435 -0.292 3.261
H: 2.080 1.275 2.485
H: 2.065 2.368 0.269
H: -0.220 2.292 -3.361
H: -2.443 1.514 -4.075
H: -5.791 -0.317 -2.600
H: -4.524 -1.124 -0.592
H: 1.101 3.585 -4.178
H: 2.965 4.759 -5.236
H: 5.387 4.255 -2.001
H: 3.696 2.971 -0.787
S: -2.627 -3.181 -0.577
S: -2.871 -3.021 -2.604
S: -1.042 -3.373 -3.457
S: 0.033 -1.665 -2.994
S: 0.578 -2.004 -1.061
C: 2.460 -3.223 3.659
N: 1.086 -3.157 3.202
C: 0.049 -3.659 3.906
C: -1.251 -3.467 3.548
C: -1.480 -2.725 2.354
O: -2.567 -2.238 1.906
N: -0.421 -2.392 1.596
C: 0.863 -2.456 2.023
O: 1.746 -1.878 1.413
H: 2.607 -4.064 4.332
H: 2.725 -2.294 4.173
H: 3.107 -3.330 2.787
H: 0.303 -4.217 4.796
H: -2.072 -3.854 4.124

Atoms 1-3, force components in eV/Å:
-0.014 -2.661 -0.160
-0.157 0.036 -0.286
-0.313 -0.090 0.219

Values from the calculation:
HOMO-LUMO gap (alpha / beta)   0.2100 / 0.2171 hartree
Total charge   +1
2S+1   1
HOMO (alpha / beta)   -10.557 / -10.392 eV



[2]
Here is a molecular structure, C23H18CaN6O6 from OMol25. Energies are from ωB97M-V/def2-TZVPD.

Element x y z (Å)
Ca: -0.232 0.430 -1.114
N: 2.338 2.934 -1.823
C: 2.879 1.658 -1.855
C: 4.280 1.565 -1.809
C: 4.859 0.320 -1.830
C: 4.056 -0.815 -1.906
C: 2.695 -0.633 -1.951
N: 2.113 0.578 -1.925
C: 1.056 3.468 -1.886
C: 0.955 4.856 -1.695
C: -0.281 5.447 -1.775
C: -1.400 4.664 -2.046
C: -1.214 3.313 -2.217
N: -0.008 2.718 -2.144
H: 3.037 3.642 -1.670
H: 4.886 2.460 -1.754
H: 5.936 0.227 -1.789
H: 4.477 -1.809 -1.925
H: 2.011 -1.474 -2.011
H: 1.838 5.442 -1.477
H: -0.381 6.513 -1.623
H: -2.390 5.090 -2.113
H: -2.047 2.648 -2.413
O: -2.490 0.242 -1.453
N: -2.845 -0.986 -1.473
N: -1.965 -1.805 -1.894
O: -0.760 -1.476 -2.300
C: -2.323 -3.197 -1.903
C: -3.652 -3.590 -1.818
C: -3.950 -4.943 -1.817
C: -2.938 -5.890 -1.904
C: -1.618 -5.479 -1.998
C: -1.302 -4.128 -2.000
H: -4.432 -2.847 -1.751
H: -4.983 -5.259 -1.751
H: -3.182 -6.944 -1.903
H: -0.826 -6.213 -2.069
H: -0.284 -3.778 -2.076
O: 0.219 1.406 1.009
C: -0.010 0.292 1.556
O: -0.196 -0.772 0.914
C: -0.067 0.239 3.065
C: 0.108 1.401 3.806
C: 0.058 1.362 5.189
C: -0.169 0.140 5.796
C: -0.348 -1.033 5.088
C: -0.296 -0.973 3.704
N: -0.220 0.088 7.273
O: -0.082 1.132 7.878
O: -0.420 -0.990 7.792
H: 0.282 2.329 3.279
H: 0.187 2.246 5.795
H: -0.524 -1.959 5.614
H: -0.435 -1.860 3.101

Atoms 1-3, force components in eV/Å:
0.035 0.000 -0.108
0.054 0.058 0.108
0.106 -0.077 -0.086

Values from the calculation:
HOMO-LUMO gap   0.2904 hartree
ΔE to the lowest compared entry with this formula, charge and spin   0.0 kcal per mole
Total charge   0
2S+1   1
HOMO   -8.108 eV



[3]
Here is a molecular structure, C23H18Cl2IrN5O7S3 from OMol25. Energies are from ωB97M-V/def2-TZVPD.

Element x y z (Å)
Ir: 0.031 -0.101 -0.441
C: -4.276 -0.317 -0.885
C: -2.799 -0.196 -1.071
N: -1.962 -0.093 0.013
N: -2.378 -0.930 1.051
C: -2.037 -0.803 2.305
N: -2.094 -1.834 3.129
S: -1.669 0.788 3.196
C: -2.151 -0.257 -2.315
C: -2.778 -0.359 -3.578
C: -2.019 -0.572 -4.697
C: -0.625 -0.694 -4.586
C: -0.053 -0.554 -3.345
N: -0.785 -0.307 -2.250
H: -4.600 0.259 -0.018
H: -4.599 -1.353 -0.744
H: -4.812 0.061 -1.753
H: -2.680 -1.863 0.766
H: -1.942 -2.769 2.737
H: -1.737 -1.682 4.065
H: -3.853 -0.297 -3.649
H: -2.496 -0.665 -5.663
H: -0.003 -0.895 -5.445
H: 1.015 -0.640 -3.186
O: 1.341 -0.110 1.317
S: 2.559 -0.509 0.534
O: 3.766 0.178 0.835
O: 2.080 -0.324 -0.886
C: 2.828 -2.240 0.831
C: 4.143 -2.674 0.794
C: 4.428 -4.018 1.005
C: 3.407 -4.916 1.263
C: 2.088 -4.479 1.319
C: 1.798 -3.150 1.092
S: 0.099 -2.587 1.202
O: -0.792 0.308 4.241
O: -0.759 -3.774 1.430
O: -0.056 -2.124 -0.296
H: 4.935 -1.961 0.612
H: 5.455 -4.355 0.973
H: 3.633 -5.960 1.431
H: 1.273 -5.160 1.531
Cl: -1.068 3.418 4.237
C: -0.308 3.612 2.700
C: 0.293 4.865 2.487
C: 0.842 5.151 1.285
Cl: 1.555 6.702 1.041
C: 0.815 4.199 0.230
C: 1.306 4.535 -1.048
C: 1.231 3.625 -2.053
C: 0.721 2.362 -1.759
N: 0.267 1.985 -0.575
C: 0.267 2.909 0.455
C: -0.304 2.629 1.745
O: -0.849 1.374 1.898
H: 0.291 5.592 3.287
H: 1.725 5.517 -1.209
H: 1.578 3.840 -3.053
H: 0.711 1.612 -2.533

Atoms 1-3, force components in eV/Å:
-0.094 -0.373 0.124
-0.006 -0.001 0.006
-0.074 0.042 -0.001

Values from the calculation:
HOMO-LUMO gap (alpha / beta)   0.2250 / 0.2816 hartree
ΔE to the lowest compared entry with this formula, charge and spin   36.8 kcal per mole
Total charge   +1
2S+1   2
HOMO (alpha / beta)   -9.581 / -11.377 eV



[4]
Here is a gas-phase ion, C23H18Cl2NO4 (charge -1) from OMol25. Energies are from ωB97M-V/def2-TZVPD.

Element x y z (Å)
C: 2.471 -4.483 -0.741
C: 2.768 -3.183 -0.043
O: 1.557 -2.400 -0.327
C: 1.661 -1.044 -0.308
O: 2.676 -0.428 -0.160
C: 0.325 -0.459 -0.632
N: 0.166 0.655 0.159
C: -0.850 1.014 0.918
C: -0.830 2.398 1.512
C: -1.729 2.821 2.503
C: -1.660 4.085 3.097
C: -0.616 4.945 2.738
C: 0.302 4.523 1.773
C: 0.205 3.270 1.155
C: -2.063 0.155 1.191
C: -3.364 0.670 1.048
C: -4.435 -0.197 1.205
C: -4.222 -1.550 1.434
C: -2.932 -2.049 1.515
C: -1.856 -1.197 1.442
C: 0.306 -0.359 -2.218
Cl: -1.454 -0.327 -2.633
C: 0.998 -1.366 -2.968
C: 2.436 -1.334 -3.225
O: 3.108 -2.387 -3.208
C: 3.033 0.045 -3.350
Cl: 4.667 0.109 -3.819
C: 2.304 1.138 -3.042
C: 0.942 1.067 -2.533
O: 0.277 2.111 -2.353
H: 3.198 -5.234 -0.413
H: 1.454 -4.831 -0.513
H: 2.601 -4.349 -1.826
H: 2.866 -3.285 1.048
H: 3.619 -2.649 -0.487
H: -0.447 -1.294 -0.363
H: -2.495 2.137 2.855
H: -2.395 4.379 3.844
H: -0.547 5.922 3.201
H: 1.158 5.166 1.541
H: 0.943 2.922 0.437
H: -3.488 1.752 0.886
H: -5.430 0.239 1.211
H: -5.051 -2.206 1.572
H: -2.721 -3.094 1.620
H: -0.835 -1.580 1.521
H: 0.534 -2.339 -3.226
H: 2.843 2.103 -3.037

Atoms 1-3, force components in eV/Å:
0.623 -0.489 -0.223
-0.949 0.688 -0.639
0.721 0.650 1.072

Values from the calculation:
HOMO-LUMO gap   0.2127 hartree
Total charge   -1
2S+1   1
HOMO   -3.329 eV